1.
Below is C4H5F3O2Sn as an isolated structure at a distorted geometry, with properties calculated with wB97M-V/def2-TZVPD.

Structure (XYZ):
```
15
Properties=species:S:1:pos:R:3:forces:R:3:mulliken_spin:R:1
Sn -15.288060 -27.263890 -24.098860 -0.02 -0.11 0.81 1.030
C -18.789130 -27.092260 -19.941400 0.79 0.61 -0.68 0.000
C -17.546900 -26.151970 -19.878540 -2.20 -0.07 -0.81 0.002
O -16.487480 -26.828530 -19.205620 0.68 -0.65 0.24 0.000
C -15.667390 -27.551740 -19.914730 0.15 1.69 -3.12 0.013
O -15.574610 -27.489770 -21.162880 -0.12 -0.60 1.79 -0.045
C -14.685700 -28.385790 -19.099990 0.89 -0.71 1.71 -0.005
F -13.401440 -28.115520 -19.332090 -0.21 0.56 -0.81 0.000
F -14.866770 -28.222980 -17.801780 -0.44 0.70 0.59 0.000
F -14.859790 -29.672590 -19.311860 -0.46 -0.86 -1.03 0.000
H -18.482850 -28.063580 -20.329780 0.13 -0.33 0.70 0.001
H -19.431590 -26.783220 -20.765930 -0.28 0.57 0.31 0.000
H -19.335020 -27.101580 -18.998000 0.11 -0.37 -0.21 0.000
H -17.803240 -25.236570 -19.345220 0.43 -0.26 0.34 0.000
H -17.304810 -25.851570 -20.897980 0.56 -0.19 0.18 0.003
```
Positions in Å, forces in eV/Å.

Results
* spin multiplicity: 2
* F_max: 3.6 eV Å⁻¹
* E_LUMO (spin up / spin down): -6.70 / -6.52 eV
* expectation value of S²: 0.7525
* charge: +1
* M: 260.79 g/mol
* gap between HOMO and LUMO (spin up / spin down): 6.00 / 8.75 eV
* HOMO level (spin up / spin down): -12.700 / -15.275 eV

2.
Below is C39H36N4OPS2SeY as an isolated structure at a distorted geometry, with properties calculated with wB97M-V/def2-TZVPD.

Structure (XYZ):
```
85
Properties=species:S:1:pos:R:3:forces:R:3:lowdin_charge:R:1
Y 0.560784 -0.088565 -0.233201 -0.16 -0.59 0.68 1.205
C -1.872710 -3.548015 -2.234121 -0.34 0.01 -0.04 -0.013
C -1.390746 -2.145832 -2.045748 0.94 0.12 4.36 -0.222
N -1.068439 -1.730998 -0.789858 -0.62 -0.68 -3.62 -0.100
N -1.402372 -2.598817 0.187733 0.93 -1.26 2.60 -0.105
C -0.516343 -2.866172 1.150015 -1.42 0.91 -2.46 -1.095
S 1.142338 -2.364610 1.214245 0.09 -0.06 -0.22 0.494
S -1.112725 -3.894872 2.439675 -0.31 -0.28 0.14 0.901
C -2.193022 -5.009392 1.499318 -0.51 0.21 0.37 -0.421
C -1.483388 -6.174236 0.885783 0.76 -0.71 -0.41 -0.283
C -0.084885 -6.207387 0.723209 -0.68 -0.07 0.02 -0.058
C 0.526585 -7.321113 0.155451 -0.38 0.08 0.03 -0.081
C -0.232329 -8.410143 -0.264650 0.03 -0.02 -0.04 -0.097
C -1.619594 -8.381638 -0.122469 0.12 0.19 0.10 -0.092
C -2.237791 -7.276867 0.453727 0.36 0.36 0.01 -0.054
C -1.157845 -1.272378 -3.141435 -0.16 0.90 -1.74 -0.139
C -2.077245 -1.277694 -4.218871 0.60 0.32 0.23 -0.036
C -1.873296 -0.488104 -5.337167 -0.10 -0.10 0.16 -0.099
C -0.719362 0.295944 -5.430497 0.16 -0.07 0.51 -0.074
C 0.202918 0.318124 -4.384298 -0.62 0.03 -0.97 -0.024
C -0.013436 -0.439775 -3.237060 1.00 -0.46 1.29 -0.337
O 0.918345 -0.423236 -2.259537 -0.96 0.04 -1.14 -0.285
H -1.161521 -4.256241 -1.780375 -0.19 0.26 -0.13 0.095
H -1.956912 -3.741012 -3.303418 -0.13 -0.22 0.17 0.078
H -2.837670 -3.699297 -1.715975 0.34 0.02 -0.26 0.097
H -2.730399 -4.422335 0.744380 0.21 -0.03 0.24 0.070
H -2.945447 -5.375951 2.212352 0.20 0.14 -0.10 0.085
H 0.511342 -5.360449 1.059448 -0.07 -0.25 -0.12 0.067
H 1.599300 -7.321029 0.047571 0.15 -0.09 -0.06 0.100
H 0.264636 -9.276376 -0.703962 -0.19 0.21 0.11 0.101
H -2.229320 -9.214424 -0.450947 0.08 -0.03 0.00 0.098
H -3.319039 -7.243612 0.564607 0.10 -0.09 0.00 0.111
H -2.969682 -1.883291 -4.134369 -0.02 -0.05 -0.07 0.111
H -2.615917 -0.485714 -6.126121 0.11 0.02 -0.02 0.097
H -0.551257 0.888210 -6.323711 0.05 -0.01 0.10 0.101
H 1.112614 0.895649 -4.460294 0.05 0.04 0.09 0.110
C -0.303006 6.637276 -3.521908 0.26 -0.34 -0.14 -0.088
C -1.005281 6.549232 -2.329172 -0.14 -0.19 0.27 -0.085
C -0.992286 5.376186 -1.572670 0.38 -0.35 -0.43 -0.068
C -0.253395 4.266002 -2.022494 -0.40 0.71 -0.38 -0.373
C 0.431847 4.354945 -3.236371 -0.01 0.26 -0.25 -0.105
C 0.414841 5.530667 -3.988614 -0.19 -0.09 0.47 -0.073
P -0.102753 2.700479 -1.135981 0.04 0.00 0.50 1.052
C -1.122511 2.986592 0.334798 -0.44 0.44 0.72 -0.443
C -2.428268 2.464224 0.329009 0.43 0.16 0.09 -0.117
C -3.295459 2.715757 1.386108 0.13 0.16 0.19 -0.080
C -2.868247 3.473667 2.480611 0.22 -0.19 -0.41 -0.086
C -1.568753 3.969906 2.514915 0.51 0.06 -0.45 -0.095
C -0.693545 3.745918 1.439886 -0.85 -0.27 0.05 -0.118
C 1.599212 2.787391 -0.487720 1.06 2.10 -0.19 -0.441
C 2.367889 3.993497 -0.477306 -0.78 -0.71 0.01 -0.082
C 3.703473 3.939604 -0.105226 -0.23 -0.32 -0.01 -0.091
C 4.280029 2.709830 0.243813 0.01 -0.08 -0.06 -0.096
C 3.502871 1.551316 0.253448 1.35 0.93 0.28 -0.162
C 2.175310 1.603765 -0.089957 -0.71 -1.39 -0.11 -0.333
H -0.302118 7.560945 -4.089107 -0.06 -0.07 0.01 0.101
H -1.588722 7.390945 -1.968514 0.12 -0.02 -0.08 0.103
H -1.547758 5.322910 -0.643278 0.04 0.01 -0.07 0.099
H 0.992738 3.489919 -3.587199 -0.07 0.15 -0.01 0.101
H 0.954756 5.575163 -4.927221 -0.02 0.04 0.06 0.102
H -2.744034 1.865710 -0.524722 -0.06 0.08 0.14 0.101
H -4.304813 2.324027 1.357162 0.03 -0.01 0.04 0.104
H -3.538509 3.664658 3.306239 -0.05 -0.03 0.03 0.102
H -1.212346 4.538250 3.375873 -0.17 -0.14 -0.22 0.107
H 0.312382 4.148865 1.454818 -0.02 -0.03 0.03 0.100
H 1.884761 4.932296 -0.756332 0.33 -0.14 0.01 0.102
H 4.286904 4.847243 -0.123021 0.16 0.07 0.08 0.094
H 5.335710 2.649038 0.498685 -0.08 0.13 -0.04 0.097
H 3.976743 0.612892 0.537968 -0.04 0.05 0.00 0.093
C 0.821003 -2.054381 4.665838 -0.63 -0.61 -0.10 -0.080
N 1.658892 -0.917606 4.413350 0.89 1.77 -0.57 -0.121
C 2.982698 -0.760064 4.847654 -1.21 -0.88 0.05 -0.040
C 3.404951 0.438184 4.451598 -0.20 1.30 -0.68 -0.043
N 2.364602 1.061170 3.748085 -0.32 -1.89 0.65 -0.111
C 2.355807 2.403516 3.241947 -0.29 0.99 -0.14 -0.050
C 1.286836 0.203385 3.699297 1.78 -0.48 0.89 -0.711
Se -0.297303 0.517963 2.878006 -0.92 0.22 -0.40 0.676
H 1.283811 -2.700749 5.418015 -0.01 0.23 -0.13 0.100
H 0.678681 -2.625205 3.738098 0.14 0.20 0.41 -0.023
H -0.163497 -1.722998 5.017789 0.25 -0.05 -0.06 0.088
H 3.454537 -1.549978 5.401908 0.15 0.07 0.02 0.122
H 4.344816 0.945517 4.571173 0.05 -0.09 0.08 0.121
H 3.339208 2.873587 3.389631 -0.32 -0.34 -0.16 0.104
H 1.598101 3.006700 3.766295 0.22 -0.25 0.01 0.095
H 2.073024 2.403487 2.185367 0.25 0.03 0.20 0.046
```
Positions in Å, forces in eV/Å.

Results
* F_max: 4.5 eV Å⁻¹
* E_LUMO: 0.16 eV
* M: 839.72 g/mol
* gap between HOMO and LUMO: 7.64 eV
* energy above the lowest of the compared OMol25 structures with the same formula, charge and spin: 0.0 kJ/mol
* HOMO level: -7.478 eV

3.
Below is C37H40F5N3O3ReS3Si as an isolated structure, with properties calculated with wB97M-V/def2-TZVPD.

Structure (XYZ):
```
93
Properties=species:S:1:pos:R:3:forces:R:3:mulliken_spin:R:1
Re 0.247382 -0.277488 -0.239069 -0.05 -0.16 0.00 0.805
C -1.521059 -3.813843 1.589169 -0.05 -0.02 0.00 -0.011
C -0.604797 -2.882360 1.104790 0.04 0.05 0.02 0.044
N -0.962264 -1.875220 0.309848 -0.02 -0.01 0.03 -0.034
C -2.270721 -1.788620 -0.069834 -0.01 -0.04 -0.01 -0.008
C -3.248739 -2.685615 0.363176 0.04 0.02 -0.01 -0.004
C -2.844677 -3.711809 1.235958 0.03 -0.01 -0.01 0.034
C -4.590956 -2.537395 -0.122619 -0.03 0.01 -0.02 0.004
C -4.904900 -1.567858 -1.009689 -0.02 -0.03 0.02 -0.010
C -3.908759 -0.648710 -1.479577 0.04 0.01 0.00 0.009
C -4.152088 0.346035 -2.445401 0.02 0.00 0.00 0.002
C -3.116752 1.141161 -2.867363 -0.02 -0.01 -0.01 -0.001
C -1.849950 0.979439 -2.299335 0.04 0.00 0.00 0.002
N -1.602509 0.078310 -1.362828 -0.01 0.03 0.00 0.001
C -2.608542 -0.748405 -0.981985 -0.05 0.03 -0.03 0.034
H -1.170418 -4.600442 2.241600 0.00 -0.01 -0.01 0.001
H 0.437807 -2.939628 1.382336 0.00 0.01 0.00 -0.001
H -3.572696 -4.424088 1.603605 0.00 0.00 0.01 -0.002
H -5.343118 -3.234437 0.222743 0.00 0.00 0.00 0.000
H -5.914246 -1.473020 -1.388227 0.00 -0.01 0.00 0.000
H -5.145646 0.463213 -2.859430 0.00 0.00 0.00 0.000
H -3.259709 1.895546 -3.627463 0.00 0.00 0.00 0.000
H -1.017111 1.589632 -2.620371 0.01 0.00 0.00 0.002
F 4.133329 4.798637 1.762727 0.00 0.00 0.00 0.000
C 3.591632 3.598761 1.710408 -0.01 0.01 -0.01 -0.001
C 2.813277 3.237847 0.618565 -0.01 -0.01 -0.03 -0.002
F 2.600465 4.081586 -0.381218 0.01 0.00 0.01 0.000
C 2.262831 1.977562 0.609948 0.02 0.01 -0.01 0.009
F 1.486789 1.624531 -0.483936 -0.02 0.05 0.01 -0.009
C 2.422777 1.052633 1.618948 -0.01 0.02 0.01 -0.009
S 1.668180 -0.541519 1.514965 0.04 -0.02 0.02 -0.038
C 3.205656 1.440120 2.698772 -0.02 -0.03 -0.01 0.003
F 3.398553 0.598729 3.705389 0.00 0.00 0.00 0.000
C 3.788064 2.697667 2.748527 0.01 0.00 0.02 0.001
F 4.521707 3.047879 3.787444 0.00 0.00 -0.01 0.000
C -0.454234 -5.363255 -4.231159 0.01 0.02 0.02 0.001
C -0.935627 -4.421940 -3.137827 0.00 -0.06 -0.02 0.004
C -1.752564 -3.270507 -3.707060 0.03 0.01 0.01 0.000
C -1.722295 -5.179150 -2.084284 0.00 0.00 0.01 -0.005
O 0.220073 -3.880012 -2.424860 -0.07 0.08 0.00 0.026
Si 1.464216 -3.022344 -2.970504 0.01 -0.01 0.04 0.005
S 1.327041 -0.961956 -2.011682 0.07 0.06 -0.02 0.086
O 1.357430 -2.706857 -4.526147 -0.01 0.01 0.00 0.028
C 2.155164 -2.034057 -5.551711 0.01 0.03 -0.02 0.001
C 1.418384 -0.747399 -5.887194 0.00 -0.01 0.00 -0.001
C 2.186214 -2.982715 -6.735865 0.00 0.00 0.00 0.001
C 3.555224 -1.750151 -5.034381 -0.01 -0.01 0.01 0.001
O 2.903221 -3.510151 -2.500517 0.01 -0.01 -0.02 0.008
C 3.609658 -3.852535 -1.278466 0.03 -0.01 0.02 0.003
C 4.464110 -2.651669 -0.903833 -0.02 -0.01 -0.01 0.000
C 4.463119 -5.061948 -1.613945 0.00 0.00 0.00 0.001
C 2.602624 -4.167653 -0.184642 0.00 0.01 -0.03 0.003
H -1.307936 -5.823479 -4.728970 -0.01 0.00 0.00 0.000
H 0.158885 -6.157227 -3.803374 0.00 0.00 0.00 0.000
H 0.129091 -4.825733 -4.977451 -0.01 -0.01 -0.02 0.000
H -2.660796 -3.651638 -4.174302 -0.01 -0.01 0.00 -0.001
H -1.183728 -2.723047 -4.458739 0.00 0.00 0.01 -0.002
H -2.039849 -2.583561 -2.906145 -0.01 0.00 0.00 -0.002
H -2.610765 -5.630506 -2.526009 0.00 0.00 0.00 0.000
H -2.033930 -4.498228 -1.291419 -0.01 0.00 0.00 0.004
H -1.112374 -5.969776 -1.646924 0.00 0.00 0.00 0.000
H 0.401154 -0.965230 -6.214556 0.00 -0.01 0.00 0.000
H 1.931240 -0.219730 -6.691209 0.01 0.00 0.00 0.000
H 1.380692 -0.089408 -5.016550 0.00 0.00 0.00 0.001
H 1.173954 -3.203402 -7.075614 0.00 0.00 0.00 0.000
H 2.678837 -3.916544 -6.463968 0.00 0.00 0.00 0.000
H 2.735285 -2.531961 -7.562437 0.00 0.00 0.00 0.000
H 3.528325 -1.094508 -4.160611 0.01 0.00 0.00 0.002
H 4.132730 -1.248134 -5.810388 0.00 0.00 -0.01 0.000
H 4.067661 -2.673389 -4.766570 0.00 0.00 0.00 0.000
H 5.127014 -2.386804 -1.727197 0.00 0.00 0.00 0.000
H 5.073510 -2.882290 -0.029747 0.00 0.00 0.00 0.000
H 3.832902 -1.790511 -0.667899 0.00 0.01 0.00 0.000
H 5.151968 -4.826418 -2.424446 0.00 0.00 0.00 0.000
H 3.835828 -5.899132 -1.920346 0.00 0.00 0.00 0.000
H 5.045145 -5.364023 -0.743091 0.00 0.00 0.00 0.000
H 1.989259 -3.281689 -0.001626 -0.01 0.00 0.01 0.001
H 3.119986 -4.425986 0.739670 0.01 0.00 0.00 0.000
H 1.956654 -4.997354 -0.474377 0.00 0.01 0.00 0.000
S -2.384159 1.642457 3.156687 0.02 0.02 -0.01 0.007
C -1.415368 0.594149 2.250925 -0.01 -0.03 -0.04 0.013
N -0.949926 1.052409 1.116043 0.03 0.02 -0.01 -0.016
C -1.357841 2.379289 0.916431 -0.04 0.04 0.03 0.009
C -1.019525 3.227700 -0.141273 0.02 0.02 -0.04 -0.001
C -1.514209 4.513811 -0.140460 -0.01 0.00 0.01 0.002
C -2.338767 4.981071 0.892523 0.00 -0.04 0.01 -0.001
C -2.668921 4.164394 1.951019 -0.01 0.03 -0.03 0.002
C -2.167069 2.863910 1.948076 -0.01 -0.04 0.04 -0.003
H -1.189395 -0.400661 2.606826 0.00 -0.01 0.01 -0.001
H -0.359761 2.906637 -0.932149 0.00 -0.02 0.01 -0.001
H -1.250209 5.182121 -0.948911 0.00 0.00 0.00 0.000
H -2.708937 5.996278 0.862774 0.00 0.00 0.01 0.000
H -3.290709 4.519843 2.761201 0.00 0.00 0.00 0.000
```
Positions in Å, forces in eV/Å.

Results
* spin multiplicity: 2
* F_max: 0.2 eV Å⁻¹
* E_LUMO (spin up / spin down): -7.03 / -7.32 eV
* expectation value of S²: 0.7611
* charge: +2
* M: 980.23 g/mol
* gap between HOMO and LUMO (spin up / spin down): 6.63 / 6.42 eV
* HOMO level (spin up / spin down): -13.655 / -13.732 eV

4.
Below is a 2-piece molecular cluster, C4H10O2 overall, with properties calculated with wB97M-V/def2-TZVPD.

Structure (XYZ):
```
16
Properties=species:S:1:pos:R:3:forces:R:3:lowdin_charge:R:1
C -2.106290 -0.226222 -0.017995 -0.63 -0.22 -0.42 -0.051
O -1.002138 -0.136620 0.660004 0.01 0.64 0.64 -0.097
C 0.078341 -0.852656 0.563006 0.57 -0.57 -0.13 -0.158
C 0.399218 0.527313 -2.255448 -0.03 0.01 -0.05 -0.045
C 1.189960 -0.540882 1.492970 0.05 0.24 -0.38 -0.245
O 1.264355 -1.401252 2.627306 -0.23 -0.04 0.22 -0.067
H -2.227630 -1.036279 -0.728968 -0.02 0.11 0.09 0.081
H -2.869779 0.487775 0.246409 0.10 -0.09 -0.04 0.068
H -0.541612 0.544507 -1.693917 0.21 0.02 -0.16 -0.012
H 0.062226 -1.699263 -0.118617 0.03 0.09 0.10 0.129
H 0.227156 0.964978 -3.241602 0.05 -0.05 0.12 0.021
H 0.747371 -0.502353 -2.371062 -0.05 0.16 0.00 0.023
H 1.158347 1.105390 -1.723340 -0.11 -0.07 -0.09 0.027
H 2.150736 -0.665436 0.983262 -0.13 0.01 0.05 0.119
H 1.108244 0.513542 1.798388 -0.01 -0.17 -0.01 0.124
H 0.397239 -1.375567 3.051448 0.16 -0.08 0.03 0.083
```
Positions in Å, forces in eV/Å.

Results
* F_max: 0.9 eV Å⁻¹
* E_LUMO (spin up / spin down): 0.53 / 0.57 eV
* M: 90.12 g/mol
* gap between HOMO and LUMO (spin up / spin down): 8.17 / 8.10 eV
* energy above the lowest of the compared OMol25 structures with the same formula, charge and spin: 414.7 kJ/mol
* HOMO level (spin up / spin down): -7.640 / -7.530 eV

5.
Below is C3H5NO4 in the gas phase at a distorted geometry, with properties calculated with wB97M-V/def2-TZVPD.

Structure (XYZ):
```
13
Properties=species:S:1:pos:R:3:forces:R:3:lowdin_charge:R:1
C -1.721964 0.457648 -0.002743 -0.65 1.38 0.62 -0.528
C -1.051802 -0.863027 0.219495 0.19 -0.17 -0.27 -0.092
C 1.950749 0.525003 -0.278342 -0.52 2.19 0.28 -0.269
H -0.123652 1.494194 0.422371 -0.12 0.04 0.37 0.056
H -1.660526 -1.371940 0.989038 0.36 -0.04 -0.58 0.156
H -1.033612 -1.365891 -0.753598 -0.19 -0.34 0.39 0.141
H 1.699372 -1.489029 -0.415787 0.38 -0.39 -0.21 0.147
H 2.847923 0.374324 -0.937773 -0.38 0.57 0.64 0.157
N 1.256356 -0.611207 -0.242566 -1.71 -0.96 1.13 0.053
O -1.110577 1.574872 0.411444 -0.08 -0.47 -0.60 0.122
O -2.854100 0.470212 -0.406072 0.09 -0.12 -0.16 0.109
O 0.256462 -0.781638 0.762294 1.27 0.20 -0.53 -0.074
O 1.545367 1.586473 0.232235 1.37 -1.88 -1.09 0.021
```
Positions in Å, forces in eV/Å.

Results
* F_max: 2.6 eV Å⁻¹
* E_LUMO: 0.32 eV
* M: 119.08 g/mol
* structure (SMILES): O=CNOCC(=O)O
* gap between HOMO and LUMO: 10.54 eV
* energy above the lowest of the compared OMol25 structures with the same formula, charge and spin: 224.5 kJ/mol
* HOMO level: -10.220 eV